A single C4H13N3 molecule in a non-equilibrium geometry, computed with the ωB97M-V functional and the def2-TZVPD basis.

Results
SMILES: CNCCNCN
Energy, a.u.: -324.43627
Kohn-Sham gap, eV: 9.7
LUMO, eV: 1.11
HOMO level, eV: -8.614

```
20
Properties=species:S:1:pos:R:3:forces:R:3
N -1.455 -1.960 1.083 -0.4 -0.1 -0.2
N -0.917 -0.668 -0.877 0.3 0.8 -0.1
N 1.519 0.892 -0.684 -0.3 0.5 -0.4
C -0.898 0.755 -0.426 0.4 -1.3 -0.4
C 0.419 1.112 0.208 -0.1 0.3 0.7
C -1.883 -1.496 -0.251 -0.4 -0.2 0.2
C 2.798 1.097 -0.070 0.0 -0.1 0.5
H 2.908 2.139 0.215 0.0 0.4 -0.2
H -1.029 1.359 -1.318 -0.3 0.4 0.1
H -2.070 -2.341 -0.908 0.0 -0.4 0.2
H -2.072 -2.715 1.373 0.1 0.0 0.1
H -1.701 0.888 0.298 -0.1 0.3 -0.1
H -1.631 -1.200 1.733 0.2 -0.1 0.1
H -2.825 -0.950 -0.188 -0.1 0.2 -0.2
H 1.404 0.054 -1.233 0.4 0.0 0.2
H 2.928 0.556 0.885 0.1 -0.3 -0.2
H 3.587 0.860 -0.764 0.3 -0.2 -0.1
H 0.545 0.566 1.159 0.0 -0.2 0.0
H -0.013 -1.113 -0.751 -0.1 0.1 0.0
H 0.384 2.166 0.516 0.1 0.0 -0.2
```
Forces are in eV/Å.

The Löwdin scheme yields these atomic charges, measured in e:
1. N 0.009
2. N -0.077
3. N -0.133
4. C -0.202
5. C -0.280
6. C -0.354
7. C -0.145
8. H 0.073
9. H 0.107
10. H 0.106
11. H 0.058
12. H 0.109
13. H 0.054
14. H 0.106
15. H 0.094
16. H 0.079
17. H 0.074
18. H 0.112
19. H 0.090
20. H 0.120